1.
69
Properties=species:S:1:pos:R:3 method="wB97M-V/def2-TZVPD" lumo_ev=-3.5 orbital_gap_ev=6.81 total_charge=+1 multiplicity=1 homo_ha=-0.37791
Al 0.50 0.34 -0.68
O 0.70 0.09 1.29
C 2.07 0.02 1.78
C 2.92 0.01 0.48
O 4.11 -0.03 0.48
O 2.18 0.05 -0.60
C 2.26 -1.22 2.62
C 1.24 -1.64 3.47
C 1.41 -2.75 4.28
C 2.60 -3.46 4.25
C 3.62 -3.05 3.41
C 3.46 -1.94 2.60
C 2.36 1.32 2.51
C 2.11 2.51 1.84
C 2.27 3.72 2.48
C 2.68 3.75 3.80
C 2.95 2.57 4.47
C 2.79 1.35 3.83
H 0.12 0.22 2.05
H 0.31 -1.09 3.54
H 0.62 -3.05 4.95
H 2.74 -4.32 4.89
H 4.55 -3.58 3.39
H 4.26 -1.61 1.97
H 1.78 2.48 0.81
H 2.07 4.64 1.95
H 2.81 4.70 4.31
H 3.27 2.59 5.50
H 2.99 0.43 4.36
Se -4.39 -0.69 -6.42
N -2.66 -0.47 -6.34
C -2.31 -0.21 -5.09
C -0.96 -0.07 -4.63
C 0.17 -0.35 -5.40
C 1.42 -0.28 -4.80
C 1.49 -0.01 -3.44
N 0.43 0.29 -2.70
C -0.79 0.33 -3.29
C -1.92 0.71 -2.48
N -1.76 1.65 -1.52
C -2.87 0.26 0.21
C -4.19 0.26 -0.53
C -4.29 0.25 -1.86
C -3.19 0.24 -2.80
C -3.40 -0.17 -4.15
N -4.58 -0.43 -4.69
H 0.06 -0.62 -6.44
H 2.31 -0.47 -5.37
H 2.44 -0.04 -2.92
H -3.06 0.29 1.29
H -5.08 0.28 0.09
H -5.27 0.17 -2.31
S -2.99 3.01 0.52
C -1.58 3.98 0.20
C -0.53 3.33 -0.29
C -0.72 1.87 -0.50
C -2.16 1.55 -0.17
C -2.16 -1.04 -0.11
C -2.90 -2.22 0.02
C -2.31 -3.43 -0.26
C -0.98 -3.46 -0.68
C -0.31 -2.26 -0.77
N -0.89 -1.08 -0.49
H -1.65 5.03 0.43
H 0.41 3.80 -0.52
H -3.93 -2.18 0.34
H -2.87 -4.35 -0.17
H -0.48 -4.38 -0.91
H 0.73 -2.20 -1.07

2.
71
Properties=species:S:1:pos:R:3 method="wB97M-V/def2-TZVPD" lumo_ev="2.3 / 0.9" orbital_gap_ev="7.52 / 6.04" total_charge=-1 multiplicity=2 homo_ha="-0.19069 / -0.19069" s_squared=0.755
Tl 0.36 0.21 -1.10
Cl 4.13 -0.39 5.81
C 3.63 -0.33 4.13
C 2.36 0.10 3.81
C 1.98 0.12 2.48
Cl 0.38 0.65 2.05
C 2.81 -0.28 1.39
O 2.44 -0.26 0.18
C 4.11 -0.70 1.82
Cl 5.24 -1.20 0.59
C 4.51 -0.73 3.14
H 1.66 0.41 4.58
H 5.51 -1.06 3.39
O -5.87 0.02 0.34
C -5.47 -1.23 0.35
O -6.23 -2.17 0.45
C -3.99 -1.45 0.23
C -3.36 -2.68 0.26
Cl -3.99 -4.23 0.59
N -2.05 -2.49 0.03
N -1.78 -1.17 -0.12
C -2.94 -0.54 -0.02
C -2.94 0.97 -0.20
O -4.06 1.52 -0.09
O -1.85 1.51 -0.47
C -0.97 -3.42 -0.14
C 0.26 -3.11 0.40
C 1.34 -3.95 0.16
C 1.17 -5.10 -0.59
C -0.07 -5.41 -1.12
C -1.15 -4.56 -0.91
H -5.09 0.67 0.18
H 0.39 -2.22 0.99
H 2.31 -3.68 0.56
H 2.01 -5.76 -0.77
H -0.21 -6.29 -1.73
H -2.11 -4.77 -1.36
C 3.20 -3.17 -3.21
C 2.14 -3.65 -3.96
C 1.24 -2.76 -4.52
C 1.37 -1.38 -4.33
C 2.47 -0.92 -3.60
C 3.37 -1.81 -3.03
Ge -0.03 -0.17 -4.94
C -1.69 -0.67 -4.05
C -1.81 -1.83 -3.28
C -3.00 -2.14 -2.64
C -4.10 -1.29 -2.74
C -4.00 -0.14 -3.51
C -2.82 0.16 -4.17
C 0.42 1.66 -4.48
C 1.59 2.22 -5.00
C 1.99 3.51 -4.65
C 1.21 4.25 -3.78
C 0.04 3.72 -3.26
C -0.36 2.43 -3.62
H 3.89 -3.86 -2.74
H 2.01 -4.71 -4.10
H 0.41 -3.14 -5.11
H 2.60 0.14 -3.42
H 4.18 -1.43 -2.41
H -0.95 -2.48 -3.14
H -3.07 -3.04 -2.03
H -5.01 -1.52 -2.22
H -4.85 0.53 -3.58
H -2.76 1.06 -4.78
H 2.21 1.65 -5.68
H 2.90 3.92 -5.05
H 1.52 5.25 -3.49
H -0.57 4.28 -2.56
H -1.26 2.03 -3.17

3.
80
Properties=species:S:1:pos:R:3 method="wB97M-V/def2-TZVPD" lumo_ev="-6.6 / -7.7" orbital_gap_ev="6.73 / 5.70" total_charge=+2 multiplicity=5 homo_ha="-0.48999 / -0.49090" s_squared=6.075
Pd 1.67 -0.27 -0.48
Cl 3.56 -4.45 5.33
C 2.98 -3.84 3.89
C 3.51 -2.62 3.40
Cl 4.87 -1.94 4.17
C 3.01 -2.08 2.28
Cl 3.59 -0.58 1.61
C 2.06 -2.82 1.45
O 1.70 -2.40 0.33
C 1.54 -4.08 1.95
Cl 0.34 -4.94 1.04
C 1.86 -4.46 3.22
Cl 1.13 -5.85 3.96
C -1.30 -1.87 -4.25
Si 0.03 -1.66 -2.99
C 1.42 -2.93 -2.85
C -3.14 -1.70 1.00
N 0.02 -0.49 -1.81
C -0.93 0.52 -1.61
C -2.32 0.37 -1.84
C -3.17 1.47 -1.68
C -2.58 2.69 -1.38
C -1.20 2.79 -1.06
C -0.37 1.73 -1.23
O 1.02 1.74 -1.02
C 1.54 3.04 -0.95
C 2.08 3.44 0.27
C 2.53 4.80 0.35
C 2.56 5.62 -0.78
C 2.07 5.13 -2.02
C 1.53 3.86 -2.13
H -0.77 -2.51 -5.00
H -1.58 -0.94 -4.81
H -2.18 -2.41 -3.87
H 1.93 -3.10 -3.83
H 0.96 -3.84 -2.41
H 2.18 -2.62 -2.07
H -3.91 -1.57 0.25
H -2.69 0.42 1.36
H -3.42 -2.55 1.61
H -2.60 -0.64 -2.07
H -4.22 1.41 -1.87
H -3.16 3.58 -1.34
H -0.81 3.74 -0.84
H 2.09 2.83 1.18
H 2.89 5.15 1.34
H 3.01 6.62 -0.81
H 2.04 5.83 -2.83
H 1.14 3.44 -3.03
C 5.55 -0.44 -4.72
N 4.85 -0.88 -3.50
C 4.06 -0.11 -2.75
N 3.90 1.27 -2.96
O 3.48 -0.58 -1.74
H 5.57 -1.21 -5.57
H 6.60 -0.31 -4.47
H 5.17 0.52 -5.10
H 5.13 -1.76 -3.14
H 4.32 1.71 -3.80
H 3.64 1.77 -2.08
F -2.82 -1.31 5.46
C -3.25 -0.69 4.35
C -4.58 -0.25 4.29
F -5.21 -0.27 5.43
C -5.21 0.22 3.16
C -4.57 0.09 1.96
C -3.14 -0.43 1.91
F -1.90 -1.97 0.41
C -2.43 -0.54 3.22
C -1.03 -0.53 3.25
C -0.34 -0.24 2.03
N 0.22 0.05 1.06
C -0.25 -0.98 4.34
N 0.39 -1.36 5.21
F -5.12 0.46 0.81
C -6.55 0.81 3.28
C -7.62 0.51 2.37
N -8.41 0.34 1.54
C -6.55 2.02 4.07
N -6.39 3.00 4.59

The records above give, respectively, max |F| values of 2.0 1.2 4.9 eV/A.